Record 1
{
  "formula": "C17H42F3O6PS",
  "method": "ωB97M-V with the def2-TZVPD basis set",
  "homo_energy_ev": -9.5,
  "charge": 0,
  "smiles": "O=S(=O)(P)C(F)(F)F.CCOCC.CCOCC.CCOCC.CCOCC",
  "orbital_gap_ev": 8.2,
  "symbols": ["O", "S", "O", "P", "C", "F", "F", "F", "H", "H", "C", "C", "O", "C", "C", "H", "H", "H", "H", "H", "H", "H", "H", "H", "H", "C", "C", "O", "C", "C", "H", "H", "H", "H", "H", "H", "H", "H", "H", "H", "C", "C", "O", "C", "C", "H", "H", "H", "H", "H", "H", "H", "H", "H", "H", "C", "C", "O", "C", "C", "H", "H", "H", "H", "H", "H", "H", "H", "H", "H"],
  "coordinates": [[3.709611, -1.815818, -5.038921], [2.610541, -1.061735, -4.240815], [2.420634, 0.319874, -4.980502], [0.779123, -2.145097, -3.984145], [3.266324, -0.705562, -2.481758], [3.264785, -2.031495, -1.766732], [2.211832, 0.144559, -1.846199], [4.617187, -0.063469, -2.496292], [0.834766, -3.485796, -4.508848], [-0.379273, -1.415783, -4.431730], [-4.424227, -1.451049, -0.086429], [-3.249253, -1.777103, -0.993829], [-3.231807, -1.012579, -2.196855], [-3.148156, 0.402819, -2.047749], [-1.897539, 0.860791, -1.316702], [-5.372218, -1.606702, -0.616183], [-4.408559, -2.089617, 0.803269], [-4.404934, -0.412133, 0.248369], [-3.316907, -2.828485, -1.291139], [-2.298778, -1.668402, -0.463003], [-4.052284, 0.784904, -1.562459], [-3.140100, 0.825644, -3.058969], [-1.855234, 0.473911, -0.295787], [-1.866392, 1.953145, -1.263313], [-0.999961, 0.509490, -1.836931], [-2.041261, -1.821406, 5.605290], [-3.032466, -2.061338, 4.478260], [-2.417324, -2.467423, 3.258108], [-1.667087, -3.679070, 3.298552], [-2.493725, -4.888792, 3.700361], [-1.304799, -1.062691, 5.312832], [-2.562159, -1.478507, 6.505657], [-1.490210, -2.727732, 5.863599], [-3.558071, -1.124364, 4.268042], [-3.798862, -2.783933, 4.774045], [-0.795484, -3.561250, 3.950757], [-1.274978, -3.840061, 2.287738], [-2.905864, -4.786998, 4.707096], [-1.879213, -5.793768, 3.679104], [-3.336787, -5.021296, 3.013788], [7.675268, -0.326080, -4.153145], [7.938913, 0.417430, -2.853940], [9.282110, 0.877214, -2.725500], [9.738995, 1.787668, -3.722952], [8.928065, 3.070818, -3.787199], [8.351724, -1.184615, -4.247379], [6.641539, -0.686679, -4.183971], [7.832726, 0.310063, -5.026264], [7.759342, -0.264716, -2.016798], [7.240568, 1.250036, -2.727143], [9.773058, 1.291987, -4.698700], [10.775477, 2.038059, -3.469141], [7.883192, 2.882362, -4.044998], [9.343329, 3.746155, -4.541212], [8.938897, 3.579283, -2.817126], [-3.306665, 2.030478, 2.126717], [-4.392921, 2.915290, 1.537308], [-5.648300, 2.791540, 2.201225], [-5.668693, 3.126174, 3.586931], [-5.257045, 4.561287, 3.868368], [-3.615071, 0.977916, 2.103142], [-2.376321, 2.138065, 1.558858], [-3.093694, 2.284293, 3.166924], [-4.558326, 2.621029, 0.495950], [-4.079039, 3.963119, 1.514412], [-5.053986, 2.419794, 4.154474], [-6.699489, 2.981348, 3.930295], [-4.230739, 4.762374, 3.552151], [-5.326118, 4.774000, 4.939367], [-5.907691, 5.258617, 3.329771]],
  "forces_ev_per_a": [[-3.6, 1.3, 3.8], [4.2, 3.4, -8.1], [-0.3, -4.6, 3.9], [-0.9, -0.6, 2.2], [-0.2, -0.1, 2.7], [0.5, 4.7, -2.1], [4.1, -2.7, -1.7], [-5.3, -2.5, 0.3], [0.4, 1.2, -0.5], [1.2, -0.2, -0.5], [-0.2, 0.0, 0.0], [-0.1, 0.1, 0.1], [0.1, 0.0, -0.2], [0.1, -0.1, 0.0], [0.1, -0.1, 0.1], [0.2, 0.0, 0.1], [0.0, 0.1, -0.1], [0.0, -0.1, 0.1], [0.0, 0.2, -0.2], [0.0, 0.1, 0.1], [0.0, 0.0, 0.1], [-0.1, -0.3, 0.1], [0.0, 0.1, 0.0], [0.0, -0.1, 0.0], [-0.1, 0.1, 0.0], [0.2, 0.0, 0.0], [0.1, 0.0, 0.0], [0.0, 0.1, -0.1], [-0.1, 0.0, 0.0], [-0.2, 0.0, 0.0], [-0.2, -0.1, 0.1], [0.1, 0.0, -0.1], [-0.1, 0.0, 0.1], [0.1, -0.1, -0.2], [0.0, -0.1, 0.1], [0.0, 0.0, 0.1], [-0.1, 0.3, 0.1], [0.1, -0.1, 0.0], [-0.1, 0.1, 0.0], [0.1, 0.0, 0.1], [0.1, -0.1, -0.1], [0.1, -0.1, -0.1], [0.1, 0.0, 0.1], [-0.1, 0.0, 0.1], [-0.1, 0.1, 0.1], [-0.1, 0.1, 0.1], [0.2, 0.0, 0.0], [-0.1, 0.0, 0.0], [0.2, 0.2, 0.0], [0.0, 0.0, -0.1], [-0.1, 0.0, 0.0], [-0.2, -0.2, 0.1], [0.1, 0.0, -0.1], [0.0, -0.1, 0.1], [0.0, -0.1, -0.1], [0.0, -0.1, 0.1], [0.0, -0.1, 0.1], [-0.1, 0.0, -0.1], [0.0, 0.1, -0.1], [0.1, 0.1, -0.1], [0.1, 0.2, 0.0], [-0.1, 0.0, 0.1], [0.1, 0.1, -0.1], [-0.2, 0.0, 0.2], [0.1, 0.0, 0.1], [0.1, 0.0, 0.0], [0.1, -0.1, -0.3], [0.0, 0.0, 0.1], [0.0, 0.0, -0.1], [0.1, -0.1, 0.1]]
}



Record 2
{
  "formula": "C3H2Cl2OS",
  "method": "ωB97M-V with the def2-TZVPD basis set",
  "homo_energy_ev": -9.3,
  "e_above_lowest_ev": 1.293,
  "charge": 0,
  "smiles": "S=COC=C(Cl)Cl",
  "orbital_gap_ev": 9.0,
  "symbols": ["C", "C", "C", "H", "H", "O", "S", "Cl", "Cl"],
  "coordinates": [[-1.607471, 0.437339, -0.083608], [-0.413414, -0.192167, -0.135239], [1.830875, -0.199082, 0.089791], [-0.467115, -1.252587, 0.091275], [1.565911, -1.327683, 0.437370], [0.717170, 0.496742, 0.089767], [3.263384, 0.524289, -0.235858], [-1.849183, 2.165125, -0.079631], [-3.040160, -0.651972, -0.173869]],
  "forces_ev_per_a": [[-0.2, -0.7, -0.8], [-2.8, 0.6, 1.8], [1.7, -1.9, 0.8], [0.5, -0.1, -0.6], [1.3, 2.3, -1.0], [-0.5, 0.9, -0.7], [-1.2, -1.1, 0.4], [0.1, -1.3, 0.0], [1.0, 1.3, 0.1]]
}



Record 3
{
  "formula": "CH3ClNO3S",
  "method": "ωB97M-V with the def2-TZVPD basis set",
  "homo_energy_ev": -5.0,
  "e_above_lowest_ev": 0.000,
  "charge": -1,
  "orbital_gap_ev": 8.7,
  "symbols": ["C", "N", "O", "O", "O", "S", "Cl", "H", "H", "H"],
  "coordinates": [[-0.070273, 0.047509, 0.165281], [-1.355034, 0.541399, 0.566617], [-2.065831, -1.848012, 0.618471], [-3.730053, -0.167547, 0.543244], [-2.292097, -0.511197, -1.492646], [-2.485086, -0.649141, -0.060319], [-1.895928, 2.042481, -0.028439], [0.640951, 0.534770, 0.773334], [-0.159592, -1.151492, 0.302291], [0.036617, 0.441200, -0.896884]],
  "forces_ev_per_a": [[-0.3, -0.7, -2.0], [-1.6, -1.8, 1.1], [0.8, -1.2, -0.6], [0.2, -0.2, -1.4], [-0.4, -0.9, 0.1], [-1.9, 1.9, 2.0], [0.8, 0.8, -0.2], [1.3, 0.1, 0.8], [0.7, 3.1, -0.5], [0.6, -1.2, 0.8]]
}



Record 4
{
  "formula": "C5H8N2",
  "method": "ωB97M-V with the def2-TZVPD basis set",
  "homo_energy_ev": [-6.3, -7.7],
  "e_above_lowest_ev": 5.401,
  "charge": 0,
  "orbital_gap_ev": [6.3, 8.1],
  "symbols": ["C", "C", "C", "N", "C", "N", "C", "H", "H", "H", "H", "H", "H", "H", "H"],
  "coordinates": [[1.607202, -0.230446, 1.511958], [1.271058, 0.165232, 0.235514], [1.042909, -0.914941, -0.663874], [-0.190026, -0.772687, -1.089060], [-0.746388, 0.440055, -0.602960], [-2.021534, 0.779839, -1.084582], [0.262556, 1.156988, -0.028991], [2.187736, -1.132168, 1.688907], [1.458685, 0.430676, 2.359978], [-0.949672, -0.797106, 1.074213], [1.583883, -1.848363, -0.756356], [-0.711678, -1.400112, -1.684353], [-2.734177, 0.313487, -0.531325], [-2.162964, 1.781314, -1.022012], [0.102412, 2.028233, 0.592942]],
  "forces_ev_per_a": [[0.6, 0.3, 0.3], [0.0, -0.5, 0.1], [0.5, -0.1, 0.2], [-0.8, 0.3, -0.2], [0.3, 0.0, -0.8], [0.0, 0.1, 0.2], [-0.5, -0.2, 0.5], [-0.1, 0.1, -0.1], [0.0, -0.1, -0.1], [-0.1, -0.1, 0.2], [-0.1, 0.2, 0.1], [0.1, 0.1, 0.1], [0.0, 0.1, -0.1], [0.0, -0.1, 0.0], [0.0, -0.1, -0.2]]
}



Record 5
{
  "formula": "C25H30N2O7",
  "method": "ωB97M-V with the def2-TZVPD basis set",
  "homo_energy_ev": -8.3,
  "e_above_lowest_ev": 3.258,
  "charge": 0,
  "smiles": "CCOc1ccc([C@H]2C(C(=O)c3ccc(C)o3)=C(O)C(=O)N2CCN2CCOCC2)cc1OC",
  "orbital_gap_ev": 8.1,
  "symbols": ["C", "C", "O", "C", "C", "C", "C", "C", "C", "O", "C", "H", "H", "H", "H", "C", "N", "C", "O", "C", "C", "C", "O", "C", "C", "C", "C", "O", "C", "H", "H", "H", "H", "H", "O", "H", "C", "H", "H", "C", "N", "C", "C", "H", "O", "C", "C", "H", "H", "H", "H", "H", "H", "H", "H", "H", "H", "H", "H", "H", "H", "H", "H", "H"],
  "coordinates": [[5.659198, -2.164022, -1.130553], [4.914874, -2.783002, -2.308275], [4.028140, -1.869456, -2.931203], [2.954421, -1.350468, -2.277443], [2.488165, -0.149284, -2.804605], [1.378438, 0.496025, -2.295230], [0.712652, -0.047162, -1.211339], [1.165820, -1.242870, -0.668652], [2.255312, -1.921335, -1.193650], [2.674043, -3.133104, -0.706439], [1.947062, -3.726635, 0.340785], [0.902704, -3.894332, 0.059120], [1.986748, -3.124923, 1.254771], [2.432232, -4.685195, 0.521305], [0.630174, -1.655344, 0.171018], [-0.484679, 0.638012, -0.592049], [-0.134059, 1.300451, 0.653659], [-0.801052, 0.787109, 1.701115], [-0.730029, 1.095369, 2.880471], [-1.706656, -0.264053, 1.164618], [-1.540240, -0.352315, -0.168919], [-2.211281, -1.197444, -1.167064], [-2.449333, -0.803017, -2.295522], [-2.550315, -2.543182, -0.723079], [-3.368577, -3.487345, -1.300949], [-3.319245, -4.616373, -0.464588], [-2.466485, -4.299333, 0.561482], [-1.998211, -3.053105, 0.406396], [-2.010862, -5.087783, 1.735130], [-2.582220, -6.008033, 1.805521], [-2.143757, -4.507775, 2.646604], [-0.952514, -5.334019, 1.645649], [-3.840653, -5.542090, -0.597606], [-3.930836, -3.359997, -2.202726], [-2.529021, -0.890126, 2.009219], [-2.373453, -0.496359, 2.887910], [0.910427, 2.288763, 0.732782], [1.151659, 2.429718, 1.788495], [1.788894, 1.893113, 0.213040], [0.522014, 3.645063, 0.120380], [0.131059, 4.610686, 1.128102], [-1.124250, 4.276475, 1.782675], [-1.416955, 5.309716, 2.869312], [-2.387550, 5.117275, 3.328797], [-1.476355, 6.616991, 2.347486], [-0.266125, 6.937909, 1.707318], [0.045470, 5.954156, 0.579875], [1.004488, 6.214682, 0.126188], [-0.743382, 6.027605, -0.190431], [-0.382703, 7.949521, 1.314427], [0.558725, 6.918741, 2.435649], [-0.630775, 5.251395, 3.636500], [-1.038995, 3.299041, 2.253769], [-1.959254, 4.259104, 1.058530], [1.393597, 4.056033, -0.394741], [-0.272771, 3.493331, -0.632148], [-0.897536, 1.354973, -1.311369], [1.038386, 1.417471, -2.741619], [3.025390, 0.259424, -3.645538], [4.390654, -3.689657, -1.995640], [5.619476, -3.036576, -3.105624], [6.154551, -1.246918, -1.441357], [4.969382, -1.932320, -0.323246], [6.405378, -2.862672, -0.762806]],
  "forces_ev_per_a": [[-0.3, 0.0, -0.3], [0.5, -0.3, 0.3], [-0.4, 0.0, -0.1], [-0.1, 0.2, 0.0], [0.1, -0.2, 0.1], [-0.1, -0.1, 0.2], [0.0, 0.0, -0.1], [0.1, 0.0, 0.0], [0.1, -0.1, 0.0], [0.1, 0.3, -0.4], [-0.1, -0.1, 0.2], [0.0, 0.0, 0.0], [0.0, 0.0, 0.0], [-0.1, 0.1, 0.0], [0.0, -0.1, 0.1], [-0.1, -0.2, -0.2], [-0.1, -0.1, 0.0], [0.0, 0.1, 0.1], [-0.1, -0.1, 0.2], [-0.1, 0.0, -0.5], [-0.1, 0.3, 0.5], [0.0, 0.0, 0.1], [0.1, -0.1, 0.2], [-0.8, -0.7, -1.0], [0.5, 0.7, 0.3], [0.4, 0.1, 0.5], [-0.5, -0.6, -0.3], [0.3, 0.1, 0.2], [0.1, 0.3, -0.1], [0.0, 0.0, 0.0], [0.0, 0.0, 0.1], [0.1, -0.1, 0.0], [-0.1, -0.2, 0.0], [-0.1, 0.1, -0.2], [0.1, 0.1, 0.0], [0.0, 0.0, -0.1], [0.1, 0.3, 0.0], [0.1, 0.0, -0.1], [-0.1, 0.0, 0.1], [0.1, -0.1, 0.2], [0.0, 0.1, -0.1], [0.0, 0.2, 0.3], [-0.1, -0.4, 0.0], [0.1, 0.0, 0.0], [-0.2, 0.1, 0.0], [0.2, 0.0, -0.3], [-0.1, 0.2, 0.3], [0.0, 0.0, 0.0], [0.1, 0.0, 0.0], [0.1, -0.1, 0.0], [0.0, 0.0, -0.1], [-0.1, 0.0, 0.0], [-0.1, 0.0, 0.0], [0.0, 0.0, 0.0], [-0.1, 0.0, 0.0], [0.1, 0.0, 0.0], [0.0, 0.0, 0.1], [-0.1, 0.1, -0.1], [0.1, 0.0, -0.1], [0.1, 0.1, -0.1], [-0.1, 0.0, 0.1], [0.1, 0.1, 0.0], [0.0, 0.0, 0.1], [0.1, -0.1, 0.1]]
}



Record 6
{
  "formula": "C23H37N3O3RuSi3",
  "method": "ωB97M-V with the def2-TZVPD basis set",
  "s_squared": 0.76,
  "multiplicity": 2,
  "homo_energy_ev": [-10.8, -10.8],
  "e_above_lowest_ev": 0.000,
  "charge": 1,
  "orbital_gap_ev": [6.1, 6.1],
  "symbols": ["Ru", "O", "C", "C", "C", "C", "C", "C", "C", "O", "N", "N", "C", "C", "C", "C", "C", "C", "N", "H", "H", "H", "H", "H", "H", "H", "H", "H", "H", "C", "O", "Si", "C", "C", "C", "Si", "C", "C", "C", "Si", "C", "C", "C", "H", "H", "H", "H", "H", "H", "H", "H", "H", "H", "H", "H", "H", "H", "H", "H", "H", "H", "H", "H", "H", "H", "H", "H", "H", "H", "H"],
  "coordinates": [[0.962693, 0.365112, 0.082869], [-0.836039, -0.197107, 5.165378], [-0.628332, -1.453113, 4.757590], [-1.019173, -2.471465, 5.631551], [-0.835943, -3.791383, 5.290491], [-0.257907, -4.143715, 4.067700], [0.112663, -3.152442, 3.193454], [-0.072192, -1.795448, 3.506038], [0.328278, -0.784994, 2.537050], [0.636676, -1.179608, 1.326648], [0.448175, 0.474539, 2.938497], [0.925705, 1.232134, 1.923743], [1.502940, 2.363172, 2.078468], [2.251382, 2.863558, 0.910400], [2.950678, 4.051764, 0.936074], [3.760385, 4.381886, -0.148236], [3.862323, 3.502977, -1.206642], [3.123203, 2.326903, -1.171806], [2.328530, 2.014850, -0.158772], [-0.479404, 0.421686, 4.497055], [-1.457881, -2.186289, 6.577463], [-1.135146, -4.563960, 5.986360], [-0.101339, -5.182827, 3.816562], [0.573456, -3.401697, 2.249057], [1.547596, 2.847747, 3.048617], [2.876900, 4.700609, 1.797173], [4.315038, 5.310108, -0.149096], [4.496997, 3.709622, -2.055651], [3.165107, 1.607113, -1.977752], [2.954379, -1.518373, -1.212243], [1.823135, -0.700379, -1.538338], [0.363163, -1.259866, -2.286213], [0.260808, -3.096565, -1.974890], [0.370816, -1.045773, -4.142378], [-0.607478, -0.042785, -1.233346], [-0.910115, 1.661237, -2.046802], [-1.255976, 2.985079, -0.746718], [0.586021, 2.263964, -3.056007], [-2.358098, 1.684764, -3.243230], [-2.158138, -0.692119, -0.300747], [-2.539642, 0.406054, 1.186235], [-3.721548, -0.691132, -1.354317], [-2.006678, -2.489876, 0.237264], [3.219240, -2.129422, -2.074407], [2.721259, -2.152305, -0.356673], [3.789768, -0.865135, -0.962826], [0.918435, -3.628105, -2.665135], [-0.753600, -3.443951, -2.177247], [0.510673, -3.389918, -0.956374], [1.121528, -1.681028, -4.615291], [0.499532, -0.029808, -4.506710], [-0.600954, -1.404035, -4.499171], [-0.563099, 3.009087, 0.096569], [-2.262730, 2.890377, -0.338581], [-1.199459, 3.956861, -1.245170], [1.024297, 3.153012, -2.598140], [0.227049, 2.566036, -4.042296], [1.377696, 1.535510, -3.218869], [-3.321275, 1.520873, -2.775353], [-2.235939, 0.950116, -4.041798], [-2.383563, 2.670140, -3.714014], [-3.254407, 1.180172, 0.901292], [-1.694802, 0.900630, 1.664744], [-3.029064, -0.203400, 1.951088], [-4.147414, 0.294149, -1.518093], [-4.473787, -1.273778, -0.816961], [-3.579129, -1.171837, -2.324598], [-1.029863, -2.781887, 0.603689], [-2.306108, -3.168828, -0.561581], [-2.720303, -2.637486, 1.053356]],
  "forces_ev_per_a": [[1.5, -0.7, 0.2], [0.0, 0.2, 0.0], [0.0, -0.1, -0.1], [0.0, 0.0, 0.0], [0.0, 0.0, 0.0], [0.0, 0.0, 0.0], [0.0, 0.0, 0.0], [-0.1, 0.1, 0.1], [0.2, -0.1, 0.1], [-0.3, 0.3, -0.1], [-0.1, 0.0, 0.2], [-0.6, 0.0, -0.6], [0.1, -0.1, 0.0], [0.0, 0.0, -0.1], [0.0, -0.1, 0.0], [0.0, 0.0, 0.0], [0.0, 0.0, 0.0], [0.1, 0.0, -0.1], [-0.5, 0.3, 0.3], [0.1, -0.1, 0.1], [0.0, 0.0, 0.0], [0.0, 0.0, 0.0], [0.0, 0.0, 0.0], [0.0, 0.0, -0.1], [0.1, 0.0, 0.0], [0.0, 0.0, 0.0], [0.0, 0.0, 0.0], [0.0, 0.0, 0.0], [0.0, 0.0, 0.0], [-0.1, 0.0, 0.0], [-0.1, 0.0, -0.4], [0.1, 0.1, 0.2], [-0.1, 0.2, 0.0], [-0.2, 0.0, 0.2], [-0.3, 0.0, 0.0], [0.0, 0.2, 0.1], [0.0, 0.0, -0.1], [-0.1, 0.0, 0.1], [0.2, -0.1, 0.0], [-0.1, 0.0, 0.1], [0.0, -0.1, 0.0], [0.2, 0.0, 0.0], [-0.1, 0.2, 0.1], [0.0, 0.0, 0.0], [0.0, 0.0, 0.0], [0.0, 0.0, 0.0], [0.1, 0.0, 0.0], [0.0, 0.0, 0.0], [0.0, 0.0, 0.0], [0.1, 0.0, 0.1], [0.0, 0.0, 0.0], [0.0, 0.0, 0.0], [0.0, -0.1, 0.0], [0.0, 0.0, 0.0], [0.0, 0.0, 0.0], [0.0, 0.0, 0.0], [0.0, 0.0, 0.0], [0.0, 0.0, 0.0], [0.0, 0.0, 0.0], [0.0, 0.0, 0.0], [0.1, 0.0, 0.0], [0.0, 0.0, 0.0], [0.0, 0.0, -0.1], [0.0, 0.0, 0.0], [0.0, 0.0, 0.0], [0.0, -0.1, 0.1], [0.0, 0.0, 0.0], [0.1, 0.0, 0.0], [0.0, 0.0, 0.0], [0.0, 0.0, 0.0]]
}